Entry 1:
Formula: C37H56BrN3OPdSi
Source: the Open Molecules 2025 dataset
Level of theory: the ωB97M-V functional and the def2-TZVPD basis

HOMO level, eV: 1.6
Energy above the lowest of the compared OMol25 structures with the same formula, charge and spin, kcal per mole: 31.4
Multiplicity: 1
Lowest unoccupied orbital energy, eV: 4.2
Total charge: -2

The geometry in XYZ format:
```
100
Properties=species:S:1:pos:R:3:forces:R:3
Pd -0.01676 -2.10328 -1.67842 0.3 -0.8 -0.2
C -0.36134 -4.29896 5.31429 0.0 0.0 0.0
C 0.77130 -3.31229 5.30127 0.0 0.1 -0.1
C 1.40108 -2.93361 6.47473 0.1 0.1 0.0
C 2.44109 -2.00912 6.48502 0.0 0.0 0.0
C 2.83609 -1.43874 5.28447 0.0 0.0 0.1
C 2.22216 -1.79156 4.09464 -0.1 -0.1 0.0
C 1.20020 -2.74793 4.07756 0.0 0.0 0.1
N 0.56992 -3.16211 2.91236 -0.1 -0.1 0.0
C 0.76116 -2.62041 1.59859 -0.2 0.0 -0.3
N 2.05957 -2.65324 1.20149 0.0 -0.1 0.0
C 2.70276 -2.44586 -0.07389 0.1 0.1 0.0
C 1.99988 -2.31751 -1.29124 -0.2 0.1 0.0
C 2.87087 -2.16981 -2.40196 -0.1 0.0 -0.2
C 4.25207 -2.11745 -2.32738 0.1 0.0 -0.1
C 4.88094 -2.24713 -1.09717 0.0 0.0 0.1
C 4.11043 -2.42155 0.04309 -0.1 0.1 0.0
C 4.81647 -2.56894 1.37008 0.0 0.0 0.0
N -0.22341 -2.25380 0.88628 0.1 0.2 0.4
C -1.52454 -2.17862 1.35654 0.0 -0.1 0.1
C -2.48953 -2.99191 0.74372 0.1 0.0 -0.1
C -3.81069 -2.94123 1.13943 0.0 0.0 0.0
C -4.20997 -2.06467 2.14383 0.0 0.0 0.0
C -3.26728 -1.22157 2.71530 -0.1 0.0 0.0
C -1.92919 -1.25143 2.33589 0.0 0.0 0.0
C -0.95907 -0.26871 2.93454 0.0 0.0 0.0
H -0.55241 -4.65142 6.32816 0.0 0.0 0.0
H -0.14079 -5.16173 4.68071 0.0 0.0 0.0
H -1.28852 -3.85567 4.93716 0.0 0.0 0.0
H 1.06450 -3.37657 7.40696 0.0 0.0 0.0
H 2.92181 -1.73363 7.41485 0.0 0.0 0.0
H 3.62589 -0.69748 5.26619 0.0 0.0 0.0
H 2.51348 -1.31205 3.17192 0.0 0.0 0.0
H -0.39752 -3.42913 3.03438 0.0 0.0 0.0
H 2.65348 -3.09329 1.88275 0.0 -0.1 -0.1
H 2.41351 -2.09449 -3.38481 0.0 0.0 0.1
H 4.84633 -1.97903 -3.22767 0.0 0.0 0.0
H 5.96406 -2.21716 -1.01298 0.0 0.0 0.0
H 5.89661 -2.50702 1.22606 0.0 0.0 0.0
H 4.61530 -3.53214 1.85502 0.0 0.0 0.0
H 4.53183 -1.78892 2.08104 0.0 0.0 0.0
H -2.16228 -3.60877 -0.08508 0.0 0.1 0.0
H -4.53971 -3.56604 0.63569 0.0 0.0 0.0
H -5.24918 -2.00820 2.44777 0.0 0.0 0.0
H -3.57477 -0.49907 3.46593 0.0 0.0 0.0
H -1.41756 0.72047 3.00797 0.0 0.0 0.0
H -0.06746 -0.17867 2.31480 0.0 0.0 0.0
H -0.63856 -0.56082 3.93809 0.0 0.0 0.0
C -1.92173 3.14237 0.52481 0.0 0.0 0.0
C -0.49726 3.55326 0.12946 0.0 0.0 0.0
C -0.39470 5.07979 0.21073 0.0 0.0 0.0
C 0.43068 2.95030 1.19608 0.0 0.0 0.0
Si -0.09438 2.81895 -1.62585 -0.1 -0.2 0.0
Br 0.12900 0.57669 -1.42327 0.1 0.6 0.1
C -1.55633 3.06000 -2.88025 0.0 0.0 0.0
C -2.12175 4.48602 -2.89444 0.0 0.0 0.0
C -1.07267 2.72215 -4.29765 0.0 0.0 0.0
C -2.70600 2.07791 -2.58813 0.0 0.0 0.0
C 1.58597 3.50649 -2.31293 0.0 0.1 0.0
C 2.62807 3.52190 -1.18601 0.0 0.0 0.0
C 2.15446 2.58887 -3.40508 0.0 0.0 0.0
C 1.47743 4.92787 -2.87786 0.0 0.0 0.0
H -2.10746 3.44787 1.56142 0.0 0.0 0.0
H -2.05810 2.06236 0.46306 0.0 -0.1 0.0
H -2.67876 3.61879 -0.09553 0.0 0.0 0.0
H -0.64890 5.41165 1.22530 0.0 0.0 0.0
H -1.07563 5.58023 -0.47977 0.0 0.0 0.0
H 0.61524 5.43197 -0.00081 0.0 0.0 0.0
H 0.03543 3.19104 2.18937 0.0 0.0 0.1
H 1.44349 3.34623 1.14297 0.0 0.0 0.0
H 0.48580 1.86680 1.10959 0.0 -0.1 0.0
H -1.36069 5.23652 -3.11494 0.0 0.0 0.0
H -2.58681 4.75077 -1.94467 0.0 0.0 0.0
H -2.89649 4.56368 -3.66703 0.0 0.0 0.0
H -0.33791 3.43471 -4.67398 0.0 0.0 0.0
H -1.93117 2.74400 -4.97874 0.0 0.0 0.0
H -0.64369 1.72057 -4.33995 0.0 -0.1 0.0
H -3.23636 2.31254 -1.66759 0.0 0.0 0.1
H -2.36870 1.04242 -2.52036 0.0 -0.1 0.0
H -3.43196 2.13959 -3.40734 0.0 0.0 0.0
H 2.70066 2.55107 -0.69636 0.0 -0.1 0.0
H 2.41008 4.27824 -0.43163 0.0 0.0 0.0
H 3.61139 3.75540 -1.61003 0.0 0.0 0.0
H 2.23453 1.55872 -3.06273 0.0 -0.1 0.0
H 3.15989 2.93922 -3.66836 0.0 0.0 0.0
H 1.55671 2.59301 -4.31383 0.0 0.0 0.0
H 1.12563 5.64426 -2.13371 0.0 0.0 0.0
H 0.80450 4.97950 -3.73268 0.0 0.0 -0.1
H 2.46473 5.26377 -3.21960 0.0 0.0 0.0
C -3.16150 -3.82684 -2.96678 0.1 0.1 0.0
C -2.61764 -2.42431 -3.31657 -0.1 -0.1 -0.1
C -3.75210 -1.58400 -3.94266 0.1 0.0 0.0
O -2.10137 -1.79546 -2.22828 0.1 0.1 0.1
H -3.52570 -4.37137 -3.84768 0.0 0.0 0.0
H -3.97917 -3.73014 -2.24529 0.0 0.0 0.0
H -2.35698 -4.40100 -2.50367 0.0 0.0 0.0
H -1.86761 -2.58736 -4.12557 0.0 0.1 0.1
H -4.57724 -1.49606 -3.22932 0.0 0.0 0.1
H -4.13256 -2.01979 -4.87504 0.0 0.0 0.0
H -3.37655 -0.57885 -4.14877 0.0 0.0 0.0
```
Forces are in eV/Å.

=====

Entry 2:
Formula: C6H14NO
Source: the Open Molecules 2025 dataset
Level of theory: the ωB97M-V functional and the def2-TZVPD basis

HOMO level, eV: -2.2
Energy above the lowest of the compared OMol25 structures with the same formula, charge and spin, kcal per mole: 102.7
Multiplicity: 1
Lowest unoccupied orbital energy, eV: 3.6
Total charge: -1

The geometry in XYZ format:
```
22
Properties=species:S:1:pos:R:3:forces:R:3
C 0.01983 1.15189 -1.22893 0.6 -0.1 0.4
C -1.39199 1.55936 -0.85315 -0.1 0.6 0.1
C 0.66464 0.39897 -0.03001 -2.3 0.3 -1.0
N 1.30363 1.40274 0.97561 1.2 -1.5 -1.2
C 0.66817 -0.26712 2.66458 -0.5 -1.8 -1.7
C 1.62501 0.37353 1.66880 0.5 2.0 3.2
C -0.60624 -2.01971 -1.58892 -1.7 -0.3 -0.2
O -1.46430 -1.14779 -2.15949 -0.2 0.1 0.0
H 0.68022 1.97261 -1.51744 -0.2 0.2 0.0
H -0.07313 0.42497 -2.03613 0.0 0.0 0.0
H -1.42087 2.35413 -0.09721 0.2 -0.1 0.1
H -1.96671 1.92405 -1.70725 0.1 -0.1 -0.1
H -1.91525 0.68303 -0.47447 -0.1 0.0 -0.2
H -0.20935 -0.10506 0.38539 0.2 -0.2 0.2
H 1.30374 -0.41337 -0.39272 0.4 0.4 0.0
H -1.01943 -3.07819 -1.62162 0.7 0.0 -0.4
H 1.11252 -0.41283 3.64511 0.1 0.6 0.1
H -0.28027 0.26084 2.61739 0.0 0.2 0.4
H 0.44594 -1.29137 2.32053 0.0 0.0 0.2
H 2.67309 0.10396 1.96245 0.1 0.2 -0.4
H -0.55050 -1.92510 -0.47391 0.6 0.2 0.1
H 0.40126 -1.94956 -2.05859 0.3 -0.5 0.4
```
Forces are in eV/Å.

=====

Entry 3:
Formula: C21H20N3NiO2PS3
Source: the Open Molecules 2025 dataset
Level of theory: the ωB97M-V functional and the def2-TZVPD basis

HOMO level, eV: -7.4
Energy above the lowest of the compared OMol25 structures with the same formula, charge and spin, kcal per mole: 15.1
Multiplicity: 1
Lowest unoccupied orbital energy, eV: -0.6

The geometry in XYZ format:
```
51
Properties=species:S:1:pos:R:3:forces:R:3
Ni 0.38222 -1.16614 1.60194 0.1 0.1 -0.1
S -1.98585 -4.34525 3.43786 0.0 0.0 0.0
C -1.06360 -3.21434 2.71834 0.1 0.1 0.0
S -1.49852 -2.24231 1.32909 0.2 -0.1 0.1
S 0.51934 -2.66381 3.21167 -0.3 -0.1 -0.1
O 2.66180 -0.71164 3.13383 0.0 0.1 -0.1
N 1.99733 -0.15859 2.05757 0.1 -0.1 0.1
C 2.46731 0.94339 1.62586 -0.1 0.0 0.0
C 1.97895 1.77618 0.51570 0.1 0.0 0.2
C 2.57842 3.03379 0.42806 0.0 0.0 0.0
C 2.20918 3.93197 -0.55814 0.0 0.0 0.0
C 1.23397 3.57656 -1.47654 0.0 0.0 0.0
C 0.64282 2.32391 -1.40453 0.0 0.0 0.0
C 1.00693 1.41073 -0.42087 0.0 0.0 0.0
P 0.25333 -0.24256 -0.35152 -0.1 0.0 -0.1
C -1.37546 0.02532 -1.10058 0.1 0.0 0.0
C -1.71818 -0.41852 -2.37091 0.0 0.0 0.0
C -2.98717 -0.16009 -2.87427 0.0 0.0 0.0
C -3.90677 0.54320 -2.11207 0.0 0.0 0.0
C -3.56432 0.98559 -0.83934 0.0 0.0 0.0
C -2.30456 0.72317 -0.33041 0.0 0.0 0.0
C 1.18564 -1.22073 -1.56780 0.0 0.0 0.0
C 1.03894 -2.60835 -1.50968 0.0 0.0 0.0
C 1.70472 -3.41462 -2.41851 0.0 0.0 0.0
C 2.53225 -2.84755 -3.37882 0.0 0.0 0.0
C 2.69232 -1.47144 -3.43065 0.0 0.0 0.0
C 2.01933 -0.65753 -2.52912 0.0 0.0 0.0
H 3.33331 -0.07561 3.42757 0.0 0.0 0.0
H 3.33143 1.35713 2.14715 0.0 0.0 0.0
H 3.33491 3.31235 1.15149 0.0 0.0 0.0
H 2.67814 4.90561 -0.60470 0.0 0.0 0.0
H 0.93294 4.27251 -2.24850 0.0 0.0 0.0
H -0.12228 2.04964 -2.12014 0.0 0.0 0.0
H -1.00173 -0.97218 -2.96491 0.0 0.0 0.0
H -3.25655 -0.51156 -3.86172 0.0 0.0 0.0
H -4.89539 0.74110 -2.50571 0.0 0.0 0.0
H -4.28914 1.52888 -0.24566 0.0 0.0 0.0
H -2.01535 1.04865 0.66333 0.0 0.0 0.0
H 0.40767 -3.05112 -0.74729 0.0 0.0 0.0
H 1.58479 -4.48885 -2.36744 0.0 0.0 0.0
H 3.05855 -3.48015 -4.08206 0.0 0.0 0.0
H 3.34254 -1.02644 -4.17282 0.0 0.0 0.0
H 2.15216 0.41555 -2.58053 0.0 0.0 0.0
N -3.03279 1.00812 3.37256 -0.1 -0.1 0.0
C -1.75268 0.52605 3.52041 0.2 0.1 -0.1
N -1.57720 -0.38130 4.51536 0.0 0.0 0.0
O -0.82094 0.95714 2.84027 -0.2 0.0 0.0
H -3.80021 0.42802 3.66745 0.0 0.0 0.0
H -3.19304 1.53381 2.53199 0.0 0.0 0.0
H -2.37359 -0.90283 4.84220 0.0 0.0 0.0
H -0.72594 -0.92485 4.43554 0.0 0.0 0.0
```
Forces are in eV/Å.

=====

Entry 4:
Formula: CH4FIn
Source: the Open Molecules 2025 dataset
Level of theory: the ωB97M-V functional and the def2-TZVPD basis

HOMO level, eV: -24.1
Multiplicity: 1
Lowest unoccupied orbital energy, eV: -13.6
Total charge: +2

The geometry in XYZ format:
```
7
Properties=species:S:1:pos:R:3:forces:R:3
F -0.01565 -0.51199 -0.17044 1.1 -0.4 -1.9
In -1.05069 -1.03111 1.28547 -2.1 -1.3 2.2
H -2.51800 -1.75274 1.37717 -0.6 -0.3 0.6
C 0.77266 0.64421 -0.55688 1.8 2.3 -1.0
H 0.35629 1.50621 -0.03072 0.0 -0.2 -0.1
H 0.65643 0.73199 -1.63891 -0.1 -0.2 0.2
H 1.79896 0.41342 -0.26568 -0.2 0.0 0.0
```
Forces are in eV/Å.

=====

Entry 5:
Formula: C5H9N2
Source: the Open Molecules 2025 dataset
Level of theory: the ωB97M-V functional and the def2-TZVPD basis

HOMO level (spin up / spin down), eV: -14.6 / -14.6
Energy above the lowest of the compared OMol25 structures with the same formula, charge and spin, kcal per mole: 172.5
SMILES string: C=[N+]=NC1CCC1
Multiplicity: 1
Lowest unoccupied orbital energy (spin up / spin down), eV: -6.5 / -6.5
Total charge: +1

The geometry in XYZ format:
```
16
Properties=species:S:1:pos:R:3:forces:R:3
C 1.76617 -2.06293 2.00398 1.3 1.9 1.9
N 1.25904 -1.62157 0.96784 -1.2 4.0 -8.2
N 1.29843 -0.95120 -0.25973 2.7 -4.2 5.7
C 0.26795 -0.42772 -0.93681 -3.2 0.5 2.5
C 0.25976 1.11706 -1.43162 0.4 0.3 1.7
C -0.70664 1.34437 -0.30776 -0.3 2.2 1.9
C -1.10560 -0.11530 -0.14066 1.5 -0.1 -2.4
H 2.32446 -1.31545 2.70035 -1.0 -1.4 -1.0
H 1.61406 -3.09748 2.26947 0.1 -0.3 0.0
H 0.18326 -0.69165 -1.96452 0.4 -2.0 -0.6
H -0.28190 1.03801 -2.35775 0.5 0.7 -0.6
H 1.14228 1.74082 -1.31354 0.2 -0.4 -0.9
H -0.13830 1.65451 0.62327 -0.7 0.1 -1.1
H -1.45237 2.12060 -0.61539 0.2 -0.8 0.9
H -1.22594 -0.61635 0.81101 -0.1 0.2 0.1
H -1.88736 -0.27044 -0.85884 -0.8 -0.7 0.1
```
Forces are in eV/Å.

=====

Entry 6:
Formula: C3H5O3
Source: the Open Molecules 2025 dataset
Level of theory: the ωB97M-V functional and the def2-TZVPD basis

HOMO level, eV: -3.9
Energy above the lowest of the compared OMol25 structures with the same formula, charge and spin, kcal per mole: 5.1
SMILES string: O=C([O-])CCO
Multiplicity: 1
Lowest unoccupied orbital energy, eV: 3.7
Total charge: -1

The geometry in XYZ format:
```
11
Properties=species:S:1:pos:R:3:forces:R:3
O 0.22593 -0.71320 -2.36399 -0.2 0.7 0.1
C -0.46058 0.12140 -1.70963 0.5 -0.7 0.0
O -1.09700 1.11926 -2.10332 0.2 0.0 0.0
C -0.56496 -0.23099 -0.18542 -1.3 0.4 -0.1
C 0.49136 0.31403 0.73485 0.3 -0.2 0.4
O 0.45383 -0.40771 1.99433 -0.1 -0.3 0.2
H -0.63353 -1.31709 -0.12242 0.4 0.0 0.1
H -1.53366 0.16584 0.15245 0.1 -0.1 0.0
H 1.48075 0.24019 0.27587 0.0 -0.1 0.0
H 0.30355 1.34705 1.02974 0.0 0.2 -0.5
H 1.33434 -0.63878 2.29754 0.1 0.1 -0.3
```
Forces are in eV/Å.